No. 1
{"formula": "C4H11N3O2", "method": "ωB97M-V/def2-TZVPD", "symbols": ["H", "N", "C", "N", "N", "C", "H", "H", "H", "H", "H", "H", "C", "C", "O", "O", "H", "H", "H", "H"], "positions_angstrom": [[0.274357, 1.837944, -0.553169], [-0.198868, 0.963184, -0.809280], [-1.427613, 0.883473, -1.403009], [-2.219815, 2.061427, -1.560416], [-2.069535, -0.256196, -1.718757], [-1.265788, -1.507831, -1.566080], [-3.207309, 2.073517, -1.773741], [-1.759154, 2.952691, -1.285517], [-3.060513, -0.409722, -1.850625], [-1.213149, -1.863115, -0.514007], [-0.165164, -1.371524, -1.791864], [-1.743495, -2.210688, -2.276325], [2.943645, -0.901818, 2.627677], [2.112346, 0.260060, 2.030433], [2.003636, 1.489533, 2.136473], [1.154793, -0.339831, 1.370549], [3.415379, -0.510797, 3.547678], [3.831502, -1.225386, 2.096606], [2.257348, -1.755642, 2.757119], [0.337392, -0.169288, 0.536247]], "forces_ev_per_a": [[-1.1, -0.2, -0.5], [-2.7, -2.3, -1.4], [0.8, 4.1, 2.6], [1.9, 0.0, 0.3], [2.5, -1.8, 0.3], [0.3, 0.1, -0.2], [0.4, -0.2, 0.0], [-0.9, -1.3, -0.3], [0.4, 0.8, 0.1], [-0.6, 0.0, -0.6], [-1.5, 0.3, -0.3], [0.6, -0.1, 0.7], [0.6, 1.5, 1.2], [-2.4, 2.0, -1.0], [2.4, -1.8, 0.8], [-3.5, -2.9, -3.4], [-0.6, -0.5, 0.1], [-0.2, 0.2, -0.9], [0.5, 0.6, 0.2], [3.2, 1.6, 2.3]], "mulliken_charge": [0.17, -0.68, 0.56, -0.42, -0.23, -0.83, 0.18, 0.21, 0.24, 0.26, 0.33, 0.30, -0.91, 0.74, -0.64, -0.54, 0.28, 0.27, 0.26, 0.46], "gap_ev": 9.7, "e_tot_ha": -473.703259, "homo_ha": -0.3366, "smiles": "[H]/N=C(\\N)NC.CC(=O)O", "charge": 0, "de_lowest_kcal_mol": 62.4}

---

No. 2
{"formula": "C6H10O", "method": "ωB97M-V/def2-TZVPD", "symbols": ["C", "C", "C", "C", "O", "C", "C", "H", "H", "H", "H", "H", "H", "H", "H", "H", "H"], "positions_angstrom": [[0.873137, 1.877285, -0.379027], [0.586240, 0.428013, -0.137556], [1.231989, -0.613459, -0.651261], [0.674345, -1.887719, -0.089283], [-0.154016, -1.470958, 0.984557], [-0.470826, -0.089316, 0.823485], [-1.918003, 0.019229, 0.343612], [0.054506, 2.391368, -0.896202], [1.039583, 2.402021, 0.569866], [1.778178, 1.985789, -0.985353], [2.038775, -0.577850, -1.376884], [1.437746, -2.572948, 0.298759], [0.091901, -2.432170, -0.851344], [-0.380299, 0.401322, 1.804289], [-2.265549, 1.055001, 0.265433], [-2.029665, -0.467420, -0.631740], [-2.558534, -0.507244, 1.058983]], "forces_ev_per_a": [[0.0, 0.0, 0.0], [0.1, -0.2, 0.0], [-0.1, 0.1, 0.0], [0.2, -0.1, -0.2], [0.0, -0.1, 0.1], [-0.1, 0.2, 0.0], [0.0, 0.0, 0.0], [0.0, -0.1, 0.1], [-0.1, -0.1, -0.1], [-0.2, 0.0, 0.1], [-0.1, 0.0, 0.1], [-0.1, 0.1, 0.0], [0.0, 0.0, 0.1], [0.0, -0.1, -0.1], [0.1, -0.1, 0.0], [0.0, 0.1, 0.1], [0.1, 0.1, -0.1]], "mulliken_charge": [-1.30, 0.51, -0.47, -0.47, -0.43, 0.28, -1.25, 0.30, 0.30, 0.34, 0.39, 0.29, 0.23, 0.30, 0.37, 0.29, 0.33], "gap_ev": 10.0, "e_tot_ha": -309.829887, "homo_ha": -0.3282, "smiles": "CC1=CCO[C@@H]1C", "charge": 0, "de_lowest_kcal_mol": 7.8}

---

No. 3
{"formula": "C55H73F5Ge2O4PS3SeTa", "method": "ωB97M-V/def2-TZVPD", "symbols": ["Ta", "C", "C", "C", "C", "C", "C", "C", "Se", "C", "C", "C", "C", "C", "C", "O", "C", "C", "C", "C", "C", "C", "C", "C", "C", "O", "C", "C", "C", "C", "C", "C", "H", "H", "H", "H", "H", "H", "H", "H", "H", "H", "H", "H", "H", "H", "H", "H", "H", "H", "H", "H", "H", "H", "H", "H", "H", "H", "H", "H", "H", "H", "H", "H", "H", "H", "H", "H", "H", "H", "H", "H", "F", "C", "C", "F", "C", "F", "C", "S", "C", "F", "C", "F", "C", "Ge", "C", "C", "Ge", "C", "C", "C", "C", "C", "C", "C", "C", "C", "C", "C", "C", "H", "H", "H", "H", "H", "H", "H", "H", "H", "H", "H", "H", "H", "H", "H", "H", "H", "H", "H", "C", "C", "C", "O", "P", "S", "S", "O", "C", "C", "C", "H", "H", "H", "H", "H", "H", "H", "H", "H", "H", "H", "H", "H", "H"], "positions_angstrom": [[0.204363, -0.593914, -1.182570], [-3.178438, 1.370248, 5.165256], [-3.313986, -0.111124, 4.823205], [-4.779546, -0.402152, 4.467372], [-2.913639, -0.937937, 6.052252], [-2.434957, -0.496782, 3.633842], [-1.702083, 0.431300, 2.903258], [-0.978583, -0.002309, 1.809191], [-0.010644, 1.273505, 0.720831], [-1.479308, 2.049711, -0.265989], [-2.378710, 2.905194, 0.342335], [-3.451756, 3.385129, -0.399472], [-3.549918, 2.972142, -1.726005], [-2.654675, 2.126793, -2.377544], [-1.587988, 1.688583, -1.605391], [-0.605498, 0.818889, -2.078302], [-2.880355, 1.829317, -3.872632], [-2.141526, 0.596354, -4.408512], [-4.379613, 1.606242, -4.137260], [-2.403138, 3.058837, -4.660412], [-4.501564, 4.336171, 0.172221], [-5.890282, 3.693276, 0.039672], [-4.469726, 5.655160, -0.613006], [-4.242958, 4.641421, 1.645655], [-0.915025, -1.344193, 1.442370], [-0.191970, -1.641198, 0.301200], [-1.599564, -2.306911, 2.170617], [-2.359228, -1.828592, 3.236389], [-1.590140, -3.817676, 1.875550], [-0.412970, -4.270381, 0.998838], [-1.498609, -4.592363, 3.201775], [-2.903237, -4.176577, 1.169639], [-3.814194, 1.602439, 6.021105], [-3.498957, 2.010413, 4.338705], [-2.152054, 1.635103, 5.433570], [-5.429416, -0.142683, 5.306415], [-4.936338, -1.457672, 4.236098], [-5.093239, 0.181655, 3.598651], [-3.485191, -0.610058, 6.923067], [-1.851242, -0.818498, 6.277302], [-3.110186, -2.002110, 5.911172], [-1.691252, 1.477459, 3.176435], [-2.246915, 3.178703, 1.380866], [-4.387248, 3.338089, -2.304319], [-2.480849, -0.323149, -3.924273], [-1.060481, 0.660798, -4.316768], [-2.368717, 0.503709, -5.472992], [-4.801434, 0.878972, -3.438577], [-4.510266, 1.218985, -5.149240], [-4.967233, 2.523181, -4.071333], [-1.326079, 3.204768, -4.541145], [-2.908019, 3.968498, -4.326759], [-2.610778, 2.922196, -5.724362], [-6.160726, 3.515429, -1.002941], [-6.648291, 4.351092, 0.470090], [-5.930328, 2.736318, 0.565810], [-4.710243, 5.504706, -1.667531], [-3.483327, 6.121162, -0.555593], [-5.201880, 6.352708, -0.200489], [-4.265163, 3.735084, 2.258177], [-5.022964, 5.307400, 2.017688], [-3.282741, 5.141704, 1.797265], [-2.925890, -2.556163, 3.802417], [0.544858, -3.900635, 1.373839], [-0.514693, -3.954384, -0.038537], [-0.378764, -5.361695, 1.009601], [-0.668375, -4.233481, 3.815065], [-1.331650, -5.649129, 2.987951], [-2.413155, -4.525685, 3.793676], [-2.985689, -3.652184, 0.214926], [-3.771020, -3.912183, 1.778680], [-2.940786, -5.250750, 0.970221], [-5.805038, -3.940103, -2.910953], [-4.516734, -3.624937, -2.846256], [-4.102617, -2.528755, -2.114232], [-4.985681, -1.776925, -1.460313], [-2.756748, -2.239417, -2.070418], [-2.362787, -1.165189, -1.335446], [-1.793668, -2.971195, -2.725174], [-0.080906, -2.540313, -2.724199], [-2.238228, -4.066768, -3.446863], [-1.370427, -4.829349, -4.108932], [-3.580155, -4.395103, -3.510214], [-3.978047, -5.449415, -4.213706], [3.213628, -4.230785, -2.252854], [4.167095, -2.543765, -2.171768], [5.329450, -2.304643, -3.708663], [5.182597, -2.465771, -0.514147], [2.548135, -0.716890, -2.226808], [2.090730, -0.426195, -4.144028], [1.741580, 0.832571, -4.628831], [1.456097, 1.025441, -5.976940], [1.516624, -0.041773, -6.861092], [1.866065, -1.303418, -6.394234], [2.145786, -1.491311, -5.047466], [3.466879, 1.001264, -1.853406], [2.781473, 2.201375, -1.635741], [3.456997, 3.410761, -1.522312], [4.842733, 3.439481, -1.606617], [5.540743, 2.257659, -1.813469], [4.857406, 1.052519, -1.940304], [3.922124, -5.055648, -2.154694], [2.676401, -4.342536, -3.195638], [2.489268, -4.291657, -1.438190], [5.385232, -3.244020, -4.261274], [6.332543, -2.033691, -3.375314], [4.961478, -1.529317, -4.380582], [6.036826, -3.143856, -0.584745], [4.557695, -2.768639, 0.325345], [5.550898, -1.456132, -0.321148], [1.704561, 1.686514, -3.962299], [1.189448, 2.013264, -6.335173], [1.297692, 0.108623, -7.911074], [1.918493, -2.141250, -7.079083], [2.405222, -2.488141, -4.705659], [1.696025, 2.220230, -1.595933], [2.900973, 4.328877, -1.373004], [5.375835, 4.377784, -1.516782], [6.621048, 2.271680, -1.890208], [5.431039, 0.151455, -2.126224], [6.848230, -0.872550, 3.674125], [5.642371, -1.658015, 4.129411], [5.118791, -1.263340, 5.490799], [4.582578, -1.573698, 3.106806], [3.518354, -0.465102, 2.879368], [1.850379, -0.585395, 3.899105], [2.687475, -0.749969, 1.128910], [4.308043, 0.872879, 3.026772], [3.696378, 2.187991, 3.276051], [4.255480, 3.115892, 2.225433], [4.008017, 2.579850, 4.697184], [7.663197, -1.039233, 4.380498], [6.632680, 0.195366, 3.633238], [7.175248, -1.202543, 2.687700], [5.877506, -2.719578, 4.119830], [4.902929, -0.192615, 5.536738], [5.880376, -1.484031, 6.239784], [4.216359, -1.819356, 5.743916], [2.617900, 2.085262, 3.151045], [5.341728, 3.185584, 2.313946], [3.832054, 4.113814, 2.352806], [4.017702, 2.757544, 1.222024], [5.087393, 2.577914, 4.864454], [3.537089, 1.898600, 5.407494], [3.632091, 3.585819, 4.891307]], "forces_ev_per_a": [[-0.8, -1.7, -1.2], [0.0, 0.1, 0.0], [0.0, 0.0, -0.1], [0.0, 0.0, 0.0], [0.0, 0.0, 0.1], [0.0, 0.0, 0.0], [0.0, 0.0, 0.0], [0.1, 0.2, 0.0], [-0.2, 0.4, 0.6], [0.1, 0.0, 0.1], [-0.1, 0.0, 0.0], [0.0, 0.0, 0.0], [-0.1, 0.1, 0.0], [0.0, 0.0, -0.4], [0.4, -0.5, 0.1], [-0.5, 0.9, -0.1], [0.0, 0.0, 0.1], [0.0, 0.0, 0.0], [0.0, 0.0, 0.0], [0.1, 0.0, 0.0], [0.0, -0.1, 0.0], [0.0, 0.0, 0.0], [0.0, 0.0, 0.0], [0.0, 0.0, 0.1], [0.2, 0.2, -0.6], [-0.3, -0.1, 1.3], [0.0, -0.3, 0.1], [0.0, -0.1, 0.1], [0.1, 0.1, 0.0], [0.0, 0.0, 0.0], [0.0, 0.0, 0.0], [0.0, 0.0, 0.0], [0.0, 0.0, 0.0], [0.0, 0.0, 0.0], [0.0, 0.0, 0.0], [0.0, 0.0, 0.0], [0.0, 0.0, 0.0], [0.0, 0.0, 0.0], [0.0, 0.0, 0.0], [0.0, 0.0, 0.0], [0.0, 0.0, 0.0], [0.0, 0.0, 0.0], [0.0, 0.0, 0.0], [0.0, 0.0, 0.0], [0.0, 0.0, 0.0], [0.0, 0.0, 0.0], [0.0, 0.0, 0.0], [0.0, 0.0, 0.0], [0.0, 0.0, 0.0], [0.0, 0.0, 0.0], [0.0, 0.0, 0.0], [0.0, 0.0, 0.0], [0.0, 0.0, 0.0], [0.0, 0.0, 0.0], [0.0, 0.0, 0.0], [0.0, 0.0, 0.0], [0.0, 0.0, 0.0], [0.0, 0.0, 0.0], [0.0, 0.0, 0.0], [0.0, 0.0, 0.0], [0.0, 0.0, 0.0], [0.0, 0.0, 0.0], [0.0, 0.0, 0.0], [0.0, 0.0, 0.0], [0.0, 0.0, 0.0], [0.0, 0.0, 0.0], [0.0, 0.0, -0.1], [0.0, 0.0, 0.0], [0.0, 0.0, 0.0], [0.0, 0.0, 0.0], [0.0, 0.0, 0.0], [0.0, 0.0, 0.0], [0.1, 0.0, 0.0], [-0.3, 0.0, 0.0], [-0.1, 0.1, 0.1], [0.1, 0.0, 0.0], [0.0, 0.2, 0.2], [0.0, 0.1, 0.1], [0.4, 0.1, 0.1], [-0.1, 0.5, 0.2], [0.0, -0.3, -0.2], [0.0, 0.1, 0.0], [0.0, -0.2, -0.1], [0.0, 0.1, 0.0], [-0.2, -0.2, 0.0], [-0.3, 0.1, 0.3], [0.2, 0.1, -0.2], [0.2, 0.0, 0.1], [1.2, 0.5, -0.9], [-0.1, -0.2, -0.1], [0.0, 0.0, -0.1], [0.0, 0.0, 0.0], [0.0, 0.0, 0.0], [0.0, 0.0, 0.0], [0.0, 0.1, 0.0], [-0.1, 0.1, 0.2], [0.1, 0.0, 0.0], [0.0, -0.1, 0.0], [0.0, 0.0, 0.0], [-0.1, 0.0, 0.0], [0.0, 0.1, 0.1], [0.0, 0.0, 0.0], [0.0, 0.0, 0.0], [0.0, 0.0, 0.0], [0.0, 0.0, 0.0], [0.0, 0.0, 0.0], [0.0, 0.0, 0.0], [0.0, 0.0, 0.0], [0.1, 0.0, 0.0], [0.0, -0.1, 0.0], [0.0, 0.0, 0.0], [0.0, 0.0, 0.0], [0.0, 0.0, 0.0], [0.0, 0.0, 0.0], [0.0, 0.0, 0.0], [0.0, 0.0, 0.0], [0.0, 0.0, 0.0], [0.0, 0.0, 0.0], [0.0, 0.0, 0.0], [0.0, 0.0, 0.0], [0.1, 0.1, 0.0], [-0.1, 0.0, -0.1], [0.0, 0.1, 0.1], [0.3, -0.2, 0.0], [0.1, 0.0, 0.1], [-0.4, 0.0, 0.4], [-0.2, -0.2, -0.6], [0.2, 0.4, 0.4], [0.0, -0.2, -0.3], [0.1, 0.1, -0.1], [0.1, 0.1, 0.1], [0.0, 0.0, 0.0], [0.0, 0.0, 0.0], [0.0, 0.0, 0.0], [0.0, -0.1, 0.0], [0.0, -0.1, 0.0], [0.0, 0.0, 0.0], [0.0, 0.0, 0.0], [-0.1, -0.1, 0.0], [0.0, 0.0, 0.0], [0.0, 0.0, 0.0], [0.0, 0.0, 0.1], [0.0, 0.0, 0.0], [0.0, 0.0, 0.0], [0.0, 0.0, 0.0]], "mulliken_charge": [-1.56, -1.71, 1.72, -1.56, -1.67, -0.40, -0.83, 0.70, 0.09, 0.65, -0.73, -0.01, -0.59, 0.26, 0.01, 0.98, 2.51, -1.60, -2.05, -1.72, 1.86, -1.57, -1.65, -2.23, 0.15, 0.73, 0.81, -0.53, 2.11, -1.87, -1.97, -1.36, 0.50, 0.07, 0.37, 0.48, 0.31, 0.28, 0.48, 0.33, 0.34, 0.62, 0.45, 0.32, -0.03, -0.02, 0.65, 0.39, 0.49, 0.44, 0.30, 0.32, 0.47, 0.32, 0.47, 0.31, 0.32, 0.35, 0.46, 0.35, 0.48, 0.40, 0.36, 0.33, 0.08, 0.60, 0.38, 0.50, 0.40, 0.03, 0.33, 0.48, -0.32, 0.78, -0.11, -0.34, -0.88, -0.13, 0.46, -0.15, 0.18, -0.32, 0.19, -0.30, -1.16, 1.41, -1.19, -1.27, -0.78, 0.74, -0.45, -0.40, -0.78, -0.78, 0.15, 0.99, 0.25, -1.46, -0.58, -0.89, -0.54, 0.50, 0.37, 0.14, 0.48, 0.46, 0.39, 0.55, 0.28, 0.34, 0.22, 0.48, 0.40, 0.46, 0.19, 0.55, 0.47, 0.40, 0.46, 0.20, -1.15, 0.49, -1.22, -0.30, 0.51, -0.16, -0.70, 0.02, 1.11, -1.08, -1.66, 0.44, 0.15, 0.30, 0.36, 0.17, 0.48, 0.34, -0.11, 0.34, 0.45, 0.01, 0.32, 0.33, 0.46], "gap_ev": [6.6, 6.1], "s_squared": 0.76, "e_tot_ha": -11088.021906, "homo_ha": [-0.3913, -0.3913], "charge": 1, "de_lowest_kcal_mol": 7.8, "spin_multiplicity": 2}